Formula: C4H11NO2
Source: the Open Molecules 2025 dataset
Level of theory: wB97M-V/def2-TZVPD

Output
E, a.u.: -364.18961
Net charge: 0
Structure (SMILES): CC=O.CNCO
E_HOMO, eV: -9.34

Structure (XYZ):
```
18
C4H11NO2 (wB97M-V/def2-TZVPD)
C -3.11 0.37 0.20
N -1.82 0.99 0.53
C -0.70 0.12 0.34
O 0.48 0.92 0.36
H -3.04 0.17 -0.88
H -3.99 1.00 0.56
H -3.30 -0.63 0.76
H -1.85 1.25 1.51
H -0.69 -0.65 1.12
H -0.92 -0.40 -0.62
H 0.17 1.67 -0.16
O 1.21 -1.87 -0.93
C 1.99 -0.91 -1.01
C 3.22 -0.56 -0.12
H 1.86 -0.14 -1.82
H 2.90 0.22 0.58
H 3.98 -0.14 -0.81
H 3.62 -1.41 0.40
```


Formula: CH5NO2PS
Source: the Open Molecules 2025 dataset
Level of theory: wB97M-V/def2-TZVPD

Output
E, a.u.: -985.92896
Net charge: -1
E_HOMO, eV: -4.26

Structure (XYZ):
```
11
CH5NO2PS (wB97M-V/def2-TZVPD)
C -0.56 -1.78 -0.74
N -0.60 2.11 1.36
O 2.30 0.81 0.76
O 0.86 0.24 -1.24
P 0.99 0.41 0.21
S 0.17 -1.46 0.89
H -0.13 -2.64 -1.11
H -0.43 -0.89 -1.33
H -1.75 -1.79 -0.66
H -1.07 2.27 0.45
H 0.22 2.72 1.41
```


Formula: C3H4OS
Source: the Open Molecules 2025 dataset
Level of theory: wB97M-V/def2-TZVPD

Output
E, a.u.: -589.94598
Net charge: 0
E_HOMO (spin up / spin down), eV: -8.37 / -8.19

Structure (XYZ):
```
9
C3H4OS (wB97M-V/def2-TZVPD)
C -0.90 0.65 -0.25
C -1.94 -0.03 -0.32
C 0.82 -0.52 -0.25
O 1.97 0.90 1.53
S 1.13 -0.35 1.43
H -0.34 1.50 -0.15
H -2.67 -0.88 -0.35
H 0.53 -1.39 -0.82
H 1.41 0.13 -0.82
```


Formula: C21H27N6O3SeSn
Source: the Open Molecules 2025 dataset
Level of theory: wB97M-V/def2-TZVPD

Output
E, a.u.: -3986.48167
Net charge: -1
E_HOMO, eV: -3.52

Structure (XYZ):
```
59
C21H27N6O3SeSn (wB97M-V/def2-TZVPD)
Sn 1.05 1.88 -1.11
O -3.71 -0.23 -1.53
C -4.24 0.83 -0.89
C -5.61 1.08 -0.99
C -6.17 2.15 -0.33
C -5.38 3.01 0.42
C -4.03 2.77 0.53
C -3.44 1.68 -0.10
C -2.01 1.39 0.08
O -1.47 0.43 -0.60
N -1.40 2.09 1.00
N -0.06 1.81 1.12
C 0.50 2.26 2.19
C 1.84 2.00 2.59
C 2.29 2.56 3.78
C 3.53 2.28 4.32
C 4.35 1.37 3.66
C 3.95 0.80 2.48
C 2.72 1.12 1.87
O 2.42 0.59 0.73
H -2.72 -0.15 -1.31
H -6.20 0.41 -1.59
H -7.24 2.32 -0.40
H -5.83 3.85 0.93
H -3.39 3.42 1.11
H -0.12 2.82 2.90
H 1.63 3.24 4.30
H 3.85 2.74 5.24
H 5.31 1.11 4.08
H 4.59 0.09 1.96
N 0.10 -1.80 -2.52
C 0.16 -3.17 -2.04
C -0.39 -3.23 -0.61
C 0.52 -2.50 0.38
N 0.58 -1.09 0.00
C 1.94 -3.08 0.33
C 2.54 -3.01 -1.08
N 2.76 -1.63 -1.48
C 1.60 -3.69 -2.10
H -0.84 -1.42 -2.49
H 0.46 -1.70 -3.46
H 0.88 -1.08 -1.00
H -0.46 -3.85 -2.67
H -0.51 -4.27 -0.31
H -1.38 -2.77 -0.59
H 0.13 -2.60 1.40
H 1.28 -0.49 0.52
H -0.34 -0.57 -0.01
H 1.92 -4.12 0.65
H 2.58 -2.53 1.02
H 3.48 -3.59 -1.07
H 3.36 -1.57 -2.29
H 3.18 -1.08 -0.73
H 1.60 -4.76 -1.92
H 2.00 -3.52 -3.10
N -1.17 2.38 -3.31
C -0.77 1.30 -3.22
H -1.38 3.36 -3.25
Se 1.20 4.31 -1.50
```


Energy above the lowest of the compared OMol25 structures with the same formula, charge and spin in kcal per mole, matching the order above: 49.30, 61.12, 112.12, 10.86